1.
DFT (ωB97M-V with the def2-TZVPD basis set) results for a 2-piece molecular cluster, C28H39N4O3 overall in a non-equilibrium geometry.

Each line ends with the Mulliken charge.
Element x y z (Å)
1 C -5.66369 -3.22976 -3.96359  -0.685
2 C -4.72470 -2.59426 -2.94304  -0.316
3 N -3.98270 -1.44320 -3.48508  0.185
4 C -2.99090 -0.89847 -2.67213  0.857
5 C -2.83240 0.49441 -2.49814  -0.590
6 C -1.93020 0.99117 -1.56561  -0.849
7 C -1.05152 0.12324 -0.86549  0.530
8 C -0.05663 0.65456 0.05698  0.275
9 C 1.32148 0.24192 -0.01683  -0.316
10 C 1.89504 -0.35919 -1.17292  -1.211
11 C 3.22977 -0.73137 -1.20537  -0.544
12 C 4.04722 -0.57735 -0.06868  1.217
13 N 5.37533 -0.98782 -0.07866  0.094
14 C 5.86057 -1.65241 1.12917  -0.347
15 C 7.37443 -1.84068 1.08517  -0.692
16 O 7.82013 -2.35336 -0.17047  -0.354
17 C 7.43824 -1.51854 -1.26701  -0.801
18 C 5.92280 -1.38661 -1.36604  -0.701
19 C 3.50737 0.05578 1.07749  -1.192
20 C 2.17631 0.43789 1.09942  -0.385
21 C -1.17957 -1.27648 -1.07689  -0.237
22 C -2.11741 -1.77166 -1.97219  -0.840
23 C -4.63854 -0.55778 -4.43975  -0.649
24 C -5.47183 -1.36965 -5.42461  -0.781
25 O -6.36128 -2.26646 -4.74840  -0.357
26 H -5.07861 -3.90842 -4.61124  0.345
27 H -6.45450 -3.78693 -3.44101  0.326
28 H -5.33626 -2.30138 -2.06233  0.250
29 H -4.01531 -3.36480 -2.62368  0.216
30 H -3.50381 1.17085 -3.02836  0.401
31 H -1.89400 2.06208 -1.38627  0.464
32 H -0.21982 1.69351 0.36685  0.357
33 H 1.29433 -0.54077 -2.06331  0.441
34 H 3.63501 -1.20327 -2.10173  0.431
35 H 5.60483 -1.03830 2.00101  0.216
36 H 5.38350 -2.65109 1.25369  0.247
37 H 7.85473 -0.87085 1.32696  0.347
38 H 7.66063 -2.61006 1.81700  0.335
39 H 7.86955 -0.50092 -1.18015  0.354
40 H 7.83296 -2.03226 -2.15598  0.352
41 H 5.49910 -2.34746 -1.71961  0.395
42 H 5.69600 -0.60773 -2.10654  0.494
43 H 4.15009 0.23930 1.93726  0.360
44 H 1.76343 0.87767 1.99907  0.809
45 H -0.55868 -1.97633 -0.51039  0.484
46 H -2.20153 -2.84858 -2.12887  0.317
47 H -5.29405 0.17855 -3.93901  0.380
48 H -3.86331 -0.02006 -4.99689  0.478
49 H -6.13561 -0.71216 -6.00635  0.348
50 H -4.78589 -1.91933 -6.09804  0.357
51 C -0.99492 5.34214 2.42817  -0.994
52 N -1.47512 3.99405 2.66698  0.139
53 C -2.72163 3.89958 3.42270  -0.892
54 C -0.61038 2.94837 2.46735  -0.081
55 C -1.21189 1.56587 2.80852  0.195
56 C -1.12701 1.36622 4.32735  -0.554
57 C -0.52137 -0.02102 4.56742  -0.629
58 C -0.21410 -0.60472 3.19126  -0.655
59 N -0.61401 0.39031 2.10169  -0.497
60 O 0.54769 3.12468 2.08663  -0.653
61 H -0.28976 5.33138 1.59076  0.302
62 H -1.86543 5.96319 2.18496  0.353
63 H -0.49325 5.75883 3.31727  0.321
64 H -3.23424 2.95588 3.21384  0.337
65 H -2.57011 3.98125 4.50869  0.295
66 H -3.36392 4.72372 3.10294  0.336
67 H -2.24422 1.55374 2.43624  0.470
68 H -0.48948 2.13142 4.79813  0.325
69 H -2.12599 1.47221 4.77208  0.392
70 H 0.37976 0.06465 5.18462  0.285
71 H -1.22456 -0.65073 5.12195  0.275
72 H 0.83284 -0.91144 3.12497  0.283
73 H -0.83777 -1.47716 3.02451  0.459
74 H -1.40122 -0.06761 1.56161  0.375

Force components x, y, z for each atom (eV/Å):
C -0.0206 0.1625 -0.4557
C -0.4366 0.1057 0.2351
N 0.7267 0.1658 0.2984
C -0.0832 -0.5214 -0.1266
C -0.0910 0.0486 0.2032
C 0.0916 -0.5699 -0.0094
C -0.3746 -0.3227 0.4790
C 0.3375 1.3939 -1.1209
C 0.8693 -0.8040 0.3723
C -0.2807 -0.0140 0.4310
C -0.1865 -0.0350 0.0414
C 0.3763 0.2521 0.0123
N -0.7802 0.4829 -0.0851
C 0.1544 -0.5426 -0.0143
C 0.0729 -0.0029 -0.1523
O -0.3644 0.5983 0.0666
C 0.0900 -0.1936 0.2238
C 0.3607 -0.5472 -0.0046
C -0.5382 -0.1367 -0.1801
C 0.5489 -0.0375 -0.2793
C -0.2740 0.1593 -0.4608
C 0.1115 0.1633 0.5055
C -0.5561 -0.0033 0.1659
C -0.2875 -0.3183 0.1063
O 0.6608 0.1893 0.0648
H -0.2966 0.1718 0.0243
H 0.4454 0.0018 -0.1725
H 0.4069 0.1185 -0.2941
H -0.2647 0.1866 -0.0149
H 0.3314 -0.1213 0.2205
H 0.0915 -0.0991 -0.0166
H 0.1808 -0.3809 -0.2709
H 0.0319 0.1605 0.2392
H -0.2861 0.2435 0.3100
H 0.1675 -0.3097 -0.2112
H 0.0757 0.4608 -0.1465
H 0.0569 -0.4206 -0.2237
H -0.0137 0.4644 -0.1030
H 0.0629 -0.4551 0.0806
H -0.1253 0.3961 0.2253
H 0.0746 0.2411 0.1381
H -0.0002 -0.2065 0.1855
H -0.3466 -0.0133 -0.1996
H 0.1075 0.1435 -0.1968
H -0.0619 0.2847 -0.2581
H 0.1049 0.4253 0.1272
H 0.1413 -0.1771 -0.0654
H -0.1367 -0.0077 0.1102
H 0.4494 -0.1922 0.1089
H -0.3626 0.0399 0.1577
C 0.1975 0.2652 -0.0297
N 0.1709 -0.6042 0.0701
C -0.0525 -0.1141 -0.1292
C 0.2005 0.4857 -0.0767
C -0.4104 0.3896 -1.0273
C -0.1141 0.1956 0.3799
C -0.0762 0.2020 0.2712
C -0.0555 -0.2953 -0.6975
N -1.3518 -1.2819 0.5199
O -0.9496 -0.5758 0.1278
H -0.1687 0.0697 0.2716
H 0.3137 -0.0509 0.0109
H -0.1154 -0.0939 -0.2887
H -0.0100 0.3379 0.1007
H 0.0560 0.0279 -0.2277
H 0.0076 -0.1882 0.0844
H 0.1308 0.3179 0.4704
H -0.2552 -0.1423 -0.3001
H 0.3283 -0.1153 -0.0834
H -0.1589 -0.0819 -0.2210
H 0.1705 0.0214 -0.1916
H -0.1112 0.1953 -0.3576
H 0.1880 -0.2902 -0.0227
H 1.1049 0.6981 1.2752

Output
total charge = +1
HOMO level = -10.32 eV
ΔE to the lowest compared entry with this formula, charge and spin = 4.1 kcal/mol
Kohn-Sham gap = 0.2451 Ha



2.
DFT (ωB97M-V with the def2-TZVPD basis set) results for C39H46AsN4O4PSSeV as an isolated structure.

Each line ends with the Löwdin spin population.
Element x y z (Å)
1 V 0.23248 -0.20179 -0.06183  0.979
2 O -0.76071 0.84706 1.53021  0.008
3 C -0.90910 0.28842 2.85861  -0.004
4 C 0.18044 -0.77421 3.09489  -0.001
5 C -0.04389 -2.02957 2.29524  -0.008
6 C -0.30977 -3.21851 2.95148  0.001
7 C -0.60128 -4.35640 2.22028  -0.011
8 C -0.63221 -4.25675 0.84280  0.001
9 C -0.35064 -3.04421 0.23247  -0.011
10 C -0.37792 -2.90210 -1.25597  -0.007
11 C -1.41634 -1.87596 -1.78184  0.006
12 O -1.22947 -0.63507 -1.17618  0.024
13 C -1.25119 -1.73853 -3.30255  -0.001
14 C -1.16981 -0.47728 -3.87960  0.000
15 C -1.03007 -0.34129 -5.25560  0.000
16 C -0.97814 -1.46039 -6.06974  0.000
17 C -1.07969 -2.72245 -5.50129  0.000
18 C -1.22058 -2.85755 -4.13083  0.000
19 C -2.86956 -2.31314 -1.54816  0.000
20 C -3.26867 -3.62737 -1.35438  0.000
21 C -4.61488 -3.95430 -1.23563  0.000
22 C -5.58289 -2.96996 -1.32856  0.000
23 C -5.19377 -1.65010 -1.53045  0.000
24 C -3.85286 -1.32644 -1.63298  0.000
25 N -0.04093 -1.94256 0.94950  -0.008
26 C -0.80454 1.46375 3.82503  0.000
27 C 0.23472 1.62237 4.73099  0.000
28 C 0.32366 2.77092 5.51010  0.000
29 C -0.62726 3.76977 5.38838  0.000
30 C -1.67650 3.61340 4.48932  0.000
31 C -1.76501 2.46865 3.71883  0.000
32 C -2.26262 -0.38949 2.96347  0.000
33 C -2.73045 -0.75240 4.22555  0.000
34 C -3.89484 -1.48845 4.36002  0.000
35 C -4.60160 -1.87538 3.22779  0.000
36 C -4.14194 -1.51035 1.97365  0.000
37 C -2.97812 -0.76308 1.83609  0.000
38 H 0.16337 -1.05400 4.14983  0.000
39 H 1.15656 -0.34596 2.86129  0.000
40 H -0.31194 -3.23145 4.03225  0.000
41 H -0.81655 -5.29303 2.71502  -0.001
42 H -0.86152 -5.11402 0.22626  0.000
43 H -0.53002 -3.88087 -1.70903  -0.001
44 H 0.60766 -2.55667 -1.58829  -0.003
45 H -1.22066 0.38986 -3.23095  0.000
46 H -0.95784 0.64683 -5.69326  0.000
47 H -0.86004 -1.35351 -7.14018  0.000
48 H -1.04023 -3.60435 -6.12677  0.000
49 H -1.31042 -3.84986 -3.70734  0.000
50 H -2.53701 -4.42170 -1.29485  0.000
51 H -4.90290 -4.98562 -1.07590  0.000
52 H -6.63116 -3.22519 -1.24568  0.000
53 H -5.94021 -0.86945 -1.60463  0.000
54 H -3.54363 -0.29954 -1.77773  0.000
55 H 0.99692 0.86233 4.83003  0.000
56 H 1.13922 2.88015 6.21302  0.000
57 H -0.55990 4.66328 5.99527  0.000
58 H -2.42690 4.38631 4.39022  0.000
59 H -2.57414 2.35060 3.00846  0.000
60 H -2.18238 -0.45013 5.11124  0.000
61 H -4.25021 -1.75999 5.34569  0.000
62 H -5.50875 -2.45736 3.32511  0.000
63 H -4.68273 -1.81335 1.08696  0.000
64 H -2.62203 -0.49268 0.84955  0.000
65 Se 1.83792 -0.20626 -2.64594  0.005
66 C 2.25510 -1.70990 -3.68475  0.004
67 N 2.50951 -2.63194 -4.32470  0.003
68 N 0.86864 3.07257 1.65245  0.000
69 C 2.30291 2.80332 1.60060  0.000
70 P 2.53866 1.48693 0.36296  0.003
71 O 1.69043 1.83124 -0.84052  0.005
72 O 2.14761 0.12605 0.93383  0.014
73 C 4.31550 1.46306 -0.01597  0.000
74 N 4.66686 0.15873 -0.56456  0.000
75 H 0.62548 3.73074 2.38289  0.000
76 H -0.23696 1.68727 1.62586  0.001
77 H 0.51038 3.40796 0.75975  0.000
78 H 2.64067 2.42999 2.57104  0.000
79 H 2.91446 3.67955 1.34398  0.000
80 H 4.86999 1.74022 0.89227  0.000
81 H 4.49191 2.23905 -0.76579  0.000
82 H 3.20892 -0.16738 -2.08145  0.000
83 H 4.32133 -0.57635 0.04390  0.000
84 H 5.66844 0.05777 -0.66410  0.000
85 C -1.68192 5.63434 -3.05868  0.000
86 As -0.61776 4.20942 -2.30650  0.000
87 C 1.00769 5.09672 -1.76273  0.000
88 C -0.08537 3.15161 -3.82268  0.000
89 S -1.61699 3.13833 -0.83228  0.000
90 H -1.16759 6.09770 -3.89964  0.000
91 H -1.86658 6.37236 -2.27913  0.000
92 H -2.63342 5.21495 -3.38104  0.000
93 H 1.36853 5.70973 -2.58842  0.000
94 H 1.73645 4.33460 -1.49920  0.000
95 H 0.79253 5.72966 -0.90201  0.000
96 H 0.38880 3.79304 -4.56685  0.000
97 H -0.97524 2.68412 -4.24318  0.000
98 H 0.60747 2.38112 -3.49070  0.000

Force components x, y, z for each atom (eV/Å):
V 0.1936 0.6450 0.0231
O 0.0844 -0.2338 0.1809
C -0.0272 0.0666 -0.1219
C 0.0938 -0.0341 0.0730
C -0.0010 0.0916 0.0088
C -0.0057 -0.0351 -0.0083
C 0.0037 0.0638 -0.0300
C 0.0143 -0.0182 0.0238
C -0.1615 0.0316 0.0320
C 0.0683 -0.0485 -0.0681
C -0.2122 0.1465 0.1275
O 0.2667 0.0674 -0.1880
C 0.0300 -0.0814 -0.0277
C -0.0242 0.0208 0.0216
C 0.0027 0.0218 0.0396
C 0.0058 -0.0199 -0.0385
C 0.0098 0.0036 -0.0127
C 0.0164 0.0222 0.0061
C -0.0303 0.0531 -0.0838
C 0.0409 -0.0326 0.0299
C -0.0267 -0.0292 0.0078
C -0.0103 0.0143 -0.0064
C -0.0169 -0.0006 0.0069
C 0.0349 -0.0024 0.0312
N 0.0026 -0.8201 0.2461
C 0.0117 -0.0195 0.0404
C -0.0065 -0.0126 -0.0608
C -0.0060 0.0096 0.0121
C -0.0060 0.0258 0.0221
C -0.0093 0.0191 0.0041
C -0.0014 -0.0272 -0.0232
C -0.0389 -0.0134 0.1230
C 0.0070 0.0208 -0.0235
C -0.0231 -0.0143 -0.0284
C 0.0040 -0.0026 0.0462
C -0.0213 -0.0195 -0.0471
C 0.0085 -0.0116 -0.0378
H -0.0032 0.0315 -0.0232
H -0.0231 -0.0112 0.0068
H 0.0020 -0.0193 0.0223
H -0.0034 -0.0343 0.0136
H -0.0221 -0.0285 -0.0005
H 0.0080 0.0143 0.0065
H -0.0648 -0.0233 0.0136
H 0.0058 -0.0295 -0.0081
H 0.0039 0.0229 -0.0129
H 0.0011 0.0025 -0.0053
H -0.0009 -0.0130 -0.0121
H -0.0084 -0.0251 0.0003
H 0.0077 -0.0096 -0.0039
H -0.0026 -0.0141 0.0001
H -0.0196 -0.0028 0.0033
H -0.0141 0.0084 0.0016
H 0.0071 0.0249 -0.0037
H 0.0242 -0.0250 0.0068
H 0.0154 0.0015 0.0108
H 0.0054 0.0078 0.0041
H -0.0156 0.0177 0.0013
H -0.0154 -0.0045 -0.0096
H 0.0161 0.0091 0.0029
H -0.0089 -0.0035 0.0124
H -0.0152 -0.0115 0.0051
H -0.0049 0.0007 -0.0218
H -0.0131 0.0072 -0.0012
Se 0.1583 -0.1733 -0.1606
C 0.0176 0.1642 0.1187
N -0.0382 -0.0567 -0.0130
N -0.0631 0.0123 -0.0359
C 0.0243 -0.0358 0.0230
P -0.2947 0.0335 -0.1061
O 0.0328 0.0963 -0.1029
O -0.0164 0.1173 -0.1339
C 0.0464 0.1296 0.0819
N -0.0119 -0.0808 -0.0044
H -0.0060 0.0079 -0.0035
H 0.0393 0.1457 -0.0423
H -0.0092 0.0171 0.0146
H 0.0004 0.0231 -0.0163
H 0.0109 -0.0429 -0.0191
H -0.0092 -0.0241 -0.0130
H 0.0261 0.0058 0.0512
H -0.0492 0.0292 -0.0067
H 0.0354 0.0019 0.0041
H -0.0193 -0.0275 -0.0258
C -0.0509 0.0016 0.0404
As -0.0068 -0.1129 0.0060
C -0.0786 0.0670 0.0398
C -0.0353 0.0325 -0.0809
S 0.0071 0.0680 0.0578
H 0.0093 0.0029 -0.0051
H -0.0051 -0.0176 -0.0260
H 0.0250 0.0117 -0.0075
H 0.0563 -0.0125 0.0144
H 0.0274 -0.0680 0.0134
H 0.0097 -0.0277 -0.0183
H -0.0018 -0.0470 -0.0037
H 0.0291 0.0156 0.0106
H 0.0082 0.0031 0.0402

Output
⟨S²⟩ = 0.99
HOMO level (spin up / spin down) = -6.27 / -5.53 eV
Kohn-Sham gap (spin up / spin down) = 0.2431 / 0.2159 Ha
2S+1 = 2



3.
DFT (ωB97M-V with the def2-TZVPD basis set) results for an isolated ion of composition C14H19N4O4 and charge +1 in a non-equilibrium geometry.

Each line ends with the natural charge from an NBO analysis.
Element x y z (Å)
1 N -1.70050 -1.49753 1.92237  -0.702
2 C -0.81294 -0.52009 1.82083  0.746
3 N 0.53983 -0.40149 2.42312  -0.557
4 C 1.35639 0.59224 1.64556  -0.064
5 C 2.88100 0.25630 1.29445  -0.521
6 C 3.18127 -1.28447 1.01642  0.755
7 O 4.34299 -1.69493 1.27759  -0.519
8 O 2.25443 -2.21802 0.46617  -0.746
9 C 0.39362 0.74866 0.33330  -0.035
10 C 0.70727 1.90869 -0.71537  -0.429
11 C -0.11915 1.81643 -2.09059  -0.442
12 C -0.64692 0.35231 -2.45281  -0.021
13 C 0.45422 -0.71276 -2.79671  -0.248
14 C 0.03208 -2.18972 -3.12570  -0.215
15 C -1.48565 -2.48711 -3.06651  -0.225
16 C -2.58217 -1.43195 -2.74257  -0.221
17 C -2.16170 0.02016 -2.42162  -0.237
18 N -0.93403 0.70113 1.01429  -0.518
19 C -1.43848 1.93070 1.67714  0.034
20 O -1.04587 2.08121 3.06847  -0.402
21 N -1.98799 1.58775 3.92687  0.368
22 O -1.37186 0.96244 4.75106  -0.244
23 H -2.63604 -1.42442 1.47903  0.464
24 H -1.47065 -2.38868 2.37980  0.449
25 H 0.83557 -1.39122 2.37645  0.407
26 H 1.32368 1.65539 2.07851  0.236
27 H 3.55988 0.64672 2.13724  0.283
28 H 3.18363 0.82873 0.34389  0.267
29 H 2.70672 -2.66352 -0.29065  0.523
30 H 0.47323 -0.32708 -0.09148  0.244
31 H 1.82353 1.83261 -0.98655  0.234
32 H 0.58438 2.94339 -0.21504  0.231
33 H 0.55664 2.18856 -2.93185  0.246
34 H -1.05664 2.48468 -2.00377  0.224
35 H 1.56190 -0.40438 -2.79155  0.225
36 H 0.81311 -2.98673 -3.37017  0.243
37 H -1.82890 -3.55396 -3.26874  0.235
38 H -3.70303 -1.67297 -2.69173  0.242
39 H -2.87225 0.87632 -2.16230  0.234
40 H -1.12028 2.90290 1.14332  0.240
41 H -2.59032 1.93372 1.63981  0.218

Force components x, y, z for each atom (eV/Å):
N 0.6710 0.9264 -0.1061
C 2.9465 3.3497 0.0631
N -3.1590 -2.5848 -1.9073
C -0.2479 1.9141 -2.2665
C -1.0380 -0.5362 0.3445
C 4.6855 -1.6495 0.8684
O -4.4970 1.6494 -1.1617
O 0.6843 2.2403 -0.0449
C 1.6443 -1.5361 0.7358
C 0.2433 -0.2908 0.3737
C -1.0551 -0.4250 0.0681
C 0.0889 -2.5023 -0.4758
C -3.7121 -1.3104 -0.0052
C -2.7589 3.6738 1.2792
C 0.6466 2.2768 0.4985
C 3.3991 1.4310 0.3216
C 3.3464 -2.5892 -0.8227
N -1.2043 -0.5567 0.4428
C -1.9766 1.2700 -0.2660
O 0.7608 0.5472 -2.4597
N 1.8325 -2.4419 2.2338
O -2.2809 1.3422 -0.7658
H 1.1000 0.1407 0.2775
H -0.1135 0.7076 -0.0895
H 1.0187 0.7578 0.6402
H 0.0961 -1.8769 0.2390
H -0.9386 -1.0860 -1.3537
H -0.6041 -0.8913 1.3788
H -0.2111 0.1654 1.0238
H -0.0377 1.9798 -0.2387
H -1.6579 -0.0331 0.6017
H 0.1365 -1.6304 -0.8608
H -1.0889 -0.3763 1.1428
H 1.5774 -0.9055 -0.2928
H -1.9446 -0.4989 -0.0825
H -1.4306 1.2838 0.3575
H 0.5103 1.6740 0.2511
H 2.0551 0.1016 -0.2543
H 0.9487 -1.5754 -0.4877
H -0.1414 -1.9860 0.6284
H 1.7060 -0.1486 0.1714

Output
total charge = +1
HOMO level = -11.54 eV
ΔE to the lowest compared entry with this formula, charge and spin = 152.4 kcal/mol
Kohn-Sham gap = 0.2749 Ha